ORCA calculation (the ωB97M-V functional and the def2-TZVPD basis) on the ion CH7N6 with charge +1.

ORCA input file:
```
! wB97M-V def2-TZVPD RIJCOSX def2/J DEFGRID3
* xyz 1 1
N 0.641 1.380 0.654
N 1.137 0.073 0.913
C 0.503 -0.925 0.126
N 0.489 -0.564 -1.284
N -0.662 -0.150 -1.538
N -1.564 -0.356 -0.597
N -0.949 -0.994 0.461
H 1.266 1.913 0.050
H 0.575 1.877 1.539
H 2.140 -0.025 1.029
H 0.987 -1.892 0.284
H -0.898 0.264 -2.441
H -2.513 -0.009 -0.571
H -1.153 -0.594 1.374
*
```

Results
Energy relative to the best compared isomer or geometry (same formula, charge and spin) = 399.01 kJ/mol
SMILES = NN[C@@H]1N=[NH+]NN1
HOMO-LUMO gap (alpha / beta) = 9.0 / 9.0 eV

These are the natural (NBO) partial charges, in e, on atoms 1 to 6: number 1, N, carries -0.701; number 2, N, carries -0.469; number 3, C, carries 0.183; number 4, N, carries -0.124; number 5, N, carries 0.012; number 6, N, carries -0.189



ORCA calculation (the ωB97M-V functional and the def2-TZVPD basis) on a structure of composition CH7N6.

ORCA input file:
```
! wB97M-V def2-TZVPD RIJCOSX def2/J DEFGRID3
* xyz 1 1
C -0.644 -0.205 0.091
N 1.671 2.173 0.360
N 1.421 1.147 -0.376
N 0.616 1.899 1.196
N 0.491 0.672 0.500
N -0.619 -1.461 0.656
N -0.344 -0.535 -1.490
H -1.602 0.224 0.336
H 0.864 1.736 2.206
H -1.324 -1.944 1.082
H 0.301 -1.992 0.651
H -0.041 -1.488 -1.415
H 0.395 0.121 -1.755
H -1.185 -0.347 -2.045
*
```

Results
Energy relative to the best compared isomer or geometry (same formula, charge and spin) = 441.29 kJ/mol
HOMO-LUMO gap = 11.1 eV

These are the natural (NBO) partial charges, in e, on atoms 1 to 6: number 1, C, carries 0.275; number 2, N, carries -0.008; number 3, N, carries -0.118; number 4, N, carries -0.242; number 5, N, carries -0.173; number 6, N, carries -0.845



ORCA calculation (the ωB97M-V functional and the def2-TZVPD basis) on a structure of composition CH7N8O6.

ORCA input file:
```
! wB97M-V def2-TZVPD RIJCOSX def2/J DEFGRID3
* xyz 1 1
C -0.109 0.193 -3.076
N 0.040 -0.916 -2.555
N -0.611 2.277 -4.058
N 0.579 0.925 1.236
N -0.048 1.378 -3.304
N 0.103 1.477 0.259
N 1.981 -1.942 -1.545
N -2.123 -0.178 -0.179
N 0.566 -1.355 2.178
O 1.401 -1.663 -0.509
O -1.900 -1.092 0.541
O 3.012 -2.465 -1.780
O -2.935 0.191 -0.922
O 1.292 -1.533 -2.717
O -0.896 1.178 -0.339
H -0.933 3.196 -3.575
H -0.972 2.126 -4.942
H 0.473 -0.276 2.065
H 1.500 1.311 1.502
H 0.160 -1.770 3.033
H 1.548 -1.522 2.111
H 0.118 -1.697 1.429
*
```

Results
Energy relative to the best compared isomer or geometry (same formula, charge and spin) = 0.00 kJ/mol
HOMO-LUMO gap (alpha / beta) = 7.3 / 7.4 eV

These are the natural (NBO) partial charges, in e, on atoms 1 to 6: number 1, C, carries 0.529; number 2, N, carries -0.299; number 3, N, carries -0.601; number 4, N, carries -0.521; number 5, N, carries -0.211; number 6, N, carries 0.305



ORCA calculation (the ωB97M-V functional and the def2-TZVPD basis) on a cluster of 3 separate species, CH7NO3 in total.

ORCA input file:
```
! wB97M-V def2-TZVPD RIJCOSX def2/J DEFGRID3
* xyz 0 1
N -0.897 -1.188 -1.086
C -1.711 -0.483 -0.205
O -1.346 -0.226 0.992
H -0.018 -1.573 -0.674
H -1.004 -0.871 -2.019
H -2.411 0.241 -0.661
O 2.580 -0.287 -0.644
H 2.046 0.446 -0.811
H 2.849 -0.412 0.286
O 0.542 1.823 0.895
H -0.135 1.120 1.049
H 1.013 1.782 1.720
*
```

Results
Energy relative to the best compared isomer or geometry (same formula, charge and spin) = 64.32 kJ/mol
SMILES = NC=O.O.O
HOMO-LUMO gap = 11.1 eV

These are the natural (NBO) partial charges, in e, on atoms 1 to 6: number 1, N, carries -0.815; number 2, C, carries 0.518; number 3, O, carries -0.661; number 4, H, carries 0.431; number 5, H, carries 0.399; number 6, H, carries 0.143



ORCA calculation (the ωB97M-V functional and the def2-TZVPD basis) on a structure of composition CH7NO3P.

ORCA input file:
```
! wB97M-V def2-TZVPD RIJCOSX def2/J DEFGRID3
* xyz 1 1
C 1.288 -1.617 1.715
N 0.230 -0.926 1.689
O -1.518 1.559 -0.181
O -0.550 0.687 -2.750
O 0.639 0.763 -0.037
P -0.172 1.768 -0.837
H 1.905 -1.332 0.853
H 1.812 -2.160 2.555
H -0.809 -0.292 -2.425
H 0.226 -0.044 0.590
H -0.459 -1.203 2.364
H -2.199 2.144 0.175
H -0.392 0.651 -3.711
*
```

Results
Energy relative to the best compared isomer or geometry (same formula, charge and spin) = 268.85 kJ/mol
HOMO-LUMO gap = 11.0 eV

These are the natural (NBO) partial charges, in e, on atoms 1 to 6: number 1, C, carries 0.048; number 2, N, carries -0.642; number 3, O, carries -1.048; number 4, O, carries -0.968; number 5, O, carries -1.043; number 6, P, carries 1.741



ORCA calculation (the ωB97M-V functional and the def2-TZVPD basis) on the ion CH7NO3P with charge +1.

ORCA input file:
```
! wB97M-V def2-TZVPD RIJCOSX def2/J DEFGRID3
* xyz 1 1
N -1.379 -1.369 -0.400
P -1.356 0.708 -0.382
O -2.090 0.872 0.978
O 0.203 0.668 0.171
C 1.577 0.718 -0.416
O 2.596 0.069 0.283
H -0.439 -1.702 -0.626
H -2.030 -1.767 -1.077
H -1.625 -1.738 0.523
H -1.600 0.921 1.805
H 1.520 0.250 -1.400
H 1.772 1.791 -0.523
H 2.850 0.579 1.065
*
```

Results
Energy relative to the best compared isomer or geometry (same formula, charge and spin) = 161.04 kJ/mol
SMILES = [NH3+]P(O)OCO
HOMO-LUMO gap = 11.5 eV

These are the natural (NBO) partial charges, in e, on atoms 1 to 6: number 1, N, carries -1.001; number 2, P, carries 1.642; number 3, O, carries -0.993; number 4, O, carries -0.897; number 5, C, carries 0.241; number 6, O, carries -0.667



ORCA calculation (the ωB97M-V functional and the def2-TZVPD basis) on a cluster of 3 separate species, CH7NO4 in total.

ORCA input file:
```
! wB97M-V def2-TZVPD RIJCOSX def2/J DEFGRID3
* xyz 0 1
N 1.582 -0.276 1.228
C 0.377 -0.720 1.614
O -0.254 -0.525 2.615
O -0.074 -1.662 0.676
H 2.124 0.059 1.991
H 1.870 -0.488 0.292
H -0.889 -1.978 1.038
O -0.361 0.106 -2.984
H -1.008 0.517 -3.565
H -0.886 -0.434 -2.414
O -0.494 1.957 0.027
H -1.379 2.342 -0.132
H -0.609 1.101 -0.385
*
```

Results
Energy relative to the best compared isomer or geometry (same formula, charge and spin) = 66.04 kJ/mol
SMILES = NC(=O)O.O.O
HOMO-LUMO gap = 11.0 eV

These are the natural (NBO) partial charges, in e, on atoms 1 to 6: number 1, N, carries -0.839; number 2, C, carries 0.876; number 3, O, carries -0.625; number 4, O, carries -0.737; number 5, H, carries 0.415; number 6, H, carries 0.418



ORCA calculation (the ωB97M-V functional and the def2-TZVPD basis) on a cluster of 2 separate species, CH7NP2 in total.

ORCA input file:
```
! wB97M-V def2-TZVPD RIJCOSX def2/J DEFGRID3
* xyz 0 1
C 1.486 0.051 -0.899
N -0.707 -0.220 0.399
P -1.912 -0.260 1.577
P 0.342 1.081 0.197
H 1.458 -0.970 -0.735
H 2.407 0.374 -0.526
H 1.427 0.222 -1.941
H 0.577 -0.968 1.077
H -2.163 -1.555 1.110
H -2.763 0.486 0.759
H -0.153 1.758 -1.017
*
```

Results
Energy relative to the best compared isomer or geometry (same formula, charge and spin) = 370.13 kJ/mol
HOMO-LUMO gap = 7.5 eV

These are the natural (NBO) partial charges, in e, on atoms 1 to 6: number 1, C, carries -0.903; number 2, N, carries -1.159; number 3, P, carries 0.533; number 4, P, carries 0.719; number 5, H, carries 0.220; number 6, H, carries 0.214



ORCA calculation (the ωB97M-V functional and the def2-TZVPD basis) on a cluster of 2 separate species, CH7NS in total.

ORCA input file:
```
! wB97M-V def2-TZVPD RIJCOSX def2/J DEFGRID3
* xyz 0 1
C 1.114 1.704 -1.866
N 1.125 0.734 -0.759
H 1.825 2.522 -1.751
H 0.115 2.138 -1.946
H 1.353 1.191 -2.802
H 2.095 0.505 -0.564
H 0.823 1.250 0.064
S -1.168 -1.322 1.395
H -0.851 -0.350 0.529
H -2.249 -1.656 0.693
*
```

Results
Energy relative to the best compared isomer or geometry (same formula, charge and spin) = 35.33 kJ/mol
SMILES = CN.S
HOMO-LUMO gap = 10.4 eV

These are the natural (NBO) partial charges, in e, on atoms 1 to 6: number 1, C, carries -0.413; number 2, N, carries -0.826; number 3, H, carries 0.168; number 4, H, carries 0.191; number 5, H, carries 0.192; number 6, H, carries 0.351



ORCA calculation (the ωB97M-V functional and the def2-TZVPD basis) on a cluster of 2 separate species, CH7NS2 in total.

ORCA input file:
```
! wB97M-V def2-TZVPD RIJCOSX def2/J DEFGRID3
* xyz -1 2
N -1.184 2.493 -0.899
H -1.007 1.724 -1.452
H -2.180 2.190 -0.506
H -1.249 3.364 -1.473
C -0.799 -1.467 1.567
S -0.130 -1.115 -0.091
S 1.344 0.311 -0.171
H -1.597 -0.836 1.404
H -0.103 -0.830 2.206
H -0.781 -2.628 1.669
H 0.573 1.230 -0.776
*
```

Results
Energy relative to the best compared isomer or geometry (same formula, charge and spin) = 191.40 kJ/mol
<S²> = 0.752
HOMO-LUMO gap (alpha / beta) = 2.9 / 7.7 eV

These are the natural (NBO) partial charges, in e, on atoms 1 to 6: number 1, N, carries -1.084; number 2, H, carries 0.356; number 3, H, carries 0.348; number 4, H, carries 0.354; number 5, C, carries -0.812; number 6, S, carries -0.272



ORCA calculation (the ωB97M-V functional and the def2-TZVPD basis) on a cluster of 2 separate species, CH7NS2 in total.

ORCA input file:
```
! wB97M-V def2-TZVPD RIJCOSX def2/J DEFGRID3
* xyz 0 1
C -2.221 0.930 1.028
N -1.005 1.409 1.697
H -1.964 0.461 0.084
H -2.789 0.251 1.674
H -2.874 1.771 0.808
H -1.002 2.397 1.739
H -0.184 0.891 1.462
S 0.401 -1.420 -0.262
S 1.409 0.153 -1.159
H -0.929 -1.234 -0.246
H 0.614 1.182 -0.865
*
```

Results
Energy relative to the best compared isomer or geometry (same formula, charge and spin) = 101.49 kJ/mol
SMILES = CN.SS
HOMO-LUMO gap = 9.0 eV

These are the natural (NBO) partial charges, in e, on atoms 1 to 6: number 1, C, carries -0.407; number 2, N, carries -0.872; number 3, H, carries 0.163; number 4, H, carries 0.183; number 5, H, carries 0.193; number 6, H, carries 0.368



ORCA calculation (the ωB97M-V functional and the def2-TZVPD basis) on a cluster of 2 separate species, CH7NSi in total.

ORCA input file:
```
! wB97M-V def2-TZVPD RIJCOSX def2/J DEFGRID3
* xyz 0 1
C 0.802 -1.089 0.078
N -1.433 0.823 -0.539
Si -0.284 0.251 0.601
H 0.585 -1.948 -0.606
H 2.465 -0.030 -1.527
H 1.502 -1.369 0.751
H -2.051 1.572 -0.286
H -1.076 1.063 -1.404
H -1.193 -0.588 1.656
H 0.683 1.316 1.276
*
```

Results
Energy relative to the best compared isomer or geometry (same formula, charge and spin) = 437.18 kJ/mol
HOMO-LUMO gap (alpha / beta) = 9.7 / 8.5 eV

These are the natural (NBO) partial charges, in e, on atoms 1 to 6: number 1, C, carries -0.778; number 2, N, carries -1.270; number 3, Si, carries 1.267; number 4, H, carries 0.213; number 5, H, carries -0.016; number 6, H, carries 0.181